Entry 1:
DFT (the ωB97M-V functional and the def2-TZVPD basis) results for a 6-piece molecular cluster, C12H24Br12 overall in a non-equilibrium geometry.

Its SMILES is BrCCBr.BrCCBr.BrCCBr.BrCCBr.BrCCBr.BrCCBr. For the energy above the lowest of the compared OMol25 structures with the same formula, charge and spin, the calculation gives 114.5 kJ/mol. As for the HOMO energy: -9.836 eV. As for the HOMO-LUMO gap: 10.1292 eV.

Structure (ORCA input):
```
! wB97M-V def2-TZVPD RIJCOSX def2/J DEFGRID3
* xyz 0 1
Br -1.24337 0.09386 -4.50385
C -0.03030 0.42973 -2.99600
C 1.14268 1.26097 -3.49165
Br 2.26314 1.59409 -1.89696
H 0.25266 -0.56862 -2.67445
H -0.62646 0.87392 -2.20622
H 0.81358 2.23308 -3.84250
H 1.75800 0.77289 -4.23688
Br 3.30111 4.46203 0.30525
C 3.65077 3.36089 1.89006
C 3.53330 4.10425 3.19428
Br 4.11950 2.86661 4.58699
H 4.67324 3.03932 1.70465
H 3.07342 2.44050 1.84539
H 2.51435 4.34398 3.47464
H 4.19266 4.96552 3.19256
Br 2.22622 -3.01320 4.51400
C 1.99903 -3.20662 2.56747
C 3.37354 -3.25192 1.92744
Br 3.16413 -3.37451 -0.02689
H 1.48841 -2.30730 2.24540
H 1.50230 -4.13786 2.31330
H 3.98472 -4.07544 2.29889
H 3.99004 -2.41779 2.26934
Br -4.39076 -4.75282 1.55597
C -5.15529 -4.77231 -0.28363
C -5.20975 -6.21957 -0.79116
Br -3.60650 -6.73277 -1.76288
H -4.58078 -4.06067 -0.86159
H -6.16255 -4.43870 -0.05677
H -6.12397 -6.24415 -1.38516
H -5.36733 -6.89504 0.04197
Br -2.04019 3.31464 -0.52421
C -0.71665 4.67102 -1.04187
C -0.72777 4.96303 -2.52425
Br 0.90038 6.02275 -2.83351
H 0.24414 4.31239 -0.68018
H -0.85989 5.63827 -0.56250
H -1.53536 5.66829 -2.72560
H -0.91667 4.17796 -3.25196
Br -2.97484 -1.79836 -0.03708
C -1.78439 -0.35327 0.54336
C -0.40673 -0.94752 0.81734
Br 0.92871 0.46413 1.00819
H -2.18702 0.22513 1.37384
H -1.86000 0.38699 -0.25226
H 0.00067 -1.59875 0.05260
H -0.58412 -1.51910 1.72706
*
```

Löwdin population analysis, charges in e, atoms 1 to 4: atom 1 (Br): 0.6056, atom 2 (C): -0.7050, atom 3 (C): -0.6331, atom 4 (Br): 0.5649

=====

Entry 2:
DFT (the ωB97M-V functional and the def2-TZVPD basis) results for a 6-piece molecular cluster, C12H24Br12 overall in a non-equilibrium geometry.

For the energy above the lowest of the compared OMol25 structures with the same formula, charge and spin, the calculation gives 93.0 kJ/mol. As for the HOMO energy (alpha / beta): -12.103 / -12.099 eV. The expectation value of S² is 0.75. As for the HOMO-LUMO gap (alpha / beta): 8.7616 / 2.8047 eV.

Structure (ORCA input):
```
! wB97M-V def2-TZVPD RIJCOSX def2/J DEFGRID3
* xyz 1 2
Br 23.44663 24.90446 18.22073
C 24.39940 26.66969 18.04565
C 25.18022 27.07522 19.27321
Br 24.30193 27.19068 21.05396
H 23.66783 27.42678 17.76327
H 25.04136 26.62704 17.16578
H 25.57915 28.07149 19.08236
H 26.06340 26.43646 19.28252
Br 17.49505 17.00920 21.76398
C 17.88518 18.78750 22.59159
C 16.51372 19.56688 22.70969
Br 16.93956 21.22391 23.62079
H 18.58225 19.36576 21.98512
H 18.34931 18.67339 23.57121
H 15.89403 18.86464 23.26730
H 15.99429 19.90301 21.81230
Br 21.49009 29.49633 16.45652
C 21.05887 27.84207 15.34278
C 20.09842 26.86949 16.00269
Br 20.01735 25.15527 14.99400
H 22.04811 27.49252 15.04727
H 20.63925 28.12994 14.37885
H 19.07322 27.23838 16.03402
H 20.33133 26.70487 17.05471
Br 14.00205 21.11002 20.20114
C 15.06758 20.00959 18.88542
C 16.34078 20.73130 18.48919
Br 17.10892 19.78559 16.93171
H 14.47125 19.92601 17.97684
H 15.26765 18.98161 19.18763
H 17.04647 20.80935 19.31624
H 16.28443 21.80919 18.33727
Br 18.33110 23.36052 17.56282
C 20.23242 23.23382 18.13870
C 20.55691 21.89678 18.49754
Br 19.71994 21.38554 20.19806
H 20.44868 23.88297 18.98719
H 20.88628 23.67612 17.38708
H 21.63668 21.87093 18.64429
H 20.35505 21.13465 17.74487
Br 15.65636 25.49777 18.55954
C 17.17613 25.67855 20.03456
C 17.17010 24.26935 20.77057
Br 15.56402 24.33549 21.99988
H 16.84535 26.46602 20.71174
H 18.13432 25.95648 19.59555
H 17.97243 24.11959 21.49303
H 17.23212 23.39771 20.11904
*
```

Löwdin population analysis, charges in e, atoms 1 to 4: atom 1 (Br): 0.5772, atom 2 (C): -0.6112, atom 3 (C): -0.6696, atom 4 (Br): 0.5827

=====

Entry 3:
DFT (the ωB97M-V functional and the def2-TZVPD basis) results for C12H24CdF12O12P2 as an isolated structure in a non-equilibrium geometry.

For the energy above the lowest of the compared OMol25 structures with the same formula, charge and spin, the calculation gives 1399.0 kJ/mol. As for the HOMO energy: -11.129 eV. As for the HOMO-LUMO gap: 2.4123 eV.

Structure (ORCA input):
```
! wB97M-V def2-TZVPD RIJCOSX def2/J DEFGRID3
* xyz 0 1
Cd 0.54739 -0.05572 0.10322
P -4.46347 2.94034 -0.79918
F -3.28704 1.86635 -0.30859
F -4.73342 3.21290 0.76963
F -3.28287 3.98632 -0.84549
F -5.58273 4.10165 -1.08078
F -4.26601 2.58072 -2.39613
F -5.66830 1.84640 -0.74251
P 5.53460 -1.85628 0.98650
F 6.23600 -3.32935 1.02278
F 6.91243 -0.91310 0.97305
F 5.50697 -1.77598 -0.63970
F 4.54769 -0.57992 0.93848
F 4.06699 -2.58991 0.99975
F 5.55534 -1.64415 2.57962
C 0.24799 7.19224 4.09541
O 0.10676 5.76780 3.73227
C 1.04571 4.81598 3.95081
O 1.14589 3.83861 3.19059
O 1.71614 5.04845 5.09073
C 2.61088 4.08652 5.64334
H -0.46689 7.88854 3.65700
H 1.20537 7.54215 3.70928
H 0.19958 7.12740 5.18241
H 3.40501 4.51433 6.25528
H 3.19954 3.66945 4.82625
H 2.03175 3.32999 6.17283
C 0.33200 -6.07433 -3.66765
O -1.03321 -5.83059 -3.51926
C -1.56452 -4.80519 -2.78831
O -0.86332 -3.86114 -2.39956
O -2.90856 -4.90587 -2.58442
C -3.54421 -6.09365 -3.01773
H 0.89294 -5.23199 -4.07253
H 0.66968 -6.86101 -4.34233
H 0.86150 -6.25609 -2.73240
H -3.17654 -6.30460 -4.02194
H -4.62703 -5.96913 -3.02747
H -3.30048 -6.86321 -2.28529
C 0.28935 -2.76921 5.74411
O -1.07678 -3.05384 5.51380
C -1.69621 -2.71235 4.36816
O -1.12558 -2.13137 3.39138
O -2.92434 -3.23469 4.55198
C -3.77186 -2.96995 3.48109
H 0.69383 -3.62987 5.21144
H 0.64939 -2.82828 6.77123
H 0.52488 -1.82854 5.24636
H -3.64217 -2.05891 2.89687
H -4.79974 -3.06463 3.83121
H -3.69027 -3.86998 2.87166
C 0.61682 4.54721 -6.17422
O 0.97692 3.82153 -5.04104
C 1.33984 2.53728 -5.06910
O 1.43434 1.90865 -4.02446
O 1.55532 1.97879 -6.26949
C 1.78666 0.62398 -6.57931
H 0.29559 5.54625 -5.87956
H -0.23546 4.07602 -6.66382
H 1.51290 4.64325 -6.78734
H 2.81597 0.54597 -6.92936
H 1.04084 0.40229 -7.34265
H 1.62020 -0.03457 -5.72684
*
```

Löwdin population analysis, charges in e, atoms 1 to 4: atom 1 (Cd): 1.5911, atom 2 (P): 0.1631, atom 3 (F): -0.2151, atom 4 (F): -0.1526

=====

Entry 4:
DFT (the ωB97M-V functional and the def2-TZVPD basis) results for C12H24Cl2GaN2S as an isolated structure in a non-equilibrium geometry.

For the energy above the lowest of the compared OMol25 structures with the same formula, charge and spin, the calculation gives 175.5 kJ/mol. As for the HOMO energy (alpha / beta): -4.129 / -1.225 eV. As for the HOMO-LUMO gap (alpha / beta): 7.2180 / 4.3770 eV.

Structure (ORCA input):
```
! wB97M-V def2-TZVPD RIJCOSX def2/J DEFGRID3
* xyz -1 1
Ga 0.00000 0.00000 0.00000
Cl -2.08910 -0.18185 -0.93765
Cl 1.24875 -1.05064 1.61087
C -1.53190 -2.93658 0.41933
H -1.21980 -2.74882 1.44287
H -2.56945 -3.22969 0.26908
C 1.13843 0.31387 -1.38203
C -0.68868 -2.81051 -0.60670
H 1.57773 1.29202 -1.62929
C -1.04117 -3.04687 -2.04375
H 0.34213 -2.50793 -0.41994
C 0.15200 -2.84872 -2.99504
H -1.44829 -4.05922 -2.16824
H -1.82555 -2.33158 -2.32975
C 0.52389 -1.37561 -3.21561
H 1.02167 -3.39051 -2.60057
H -0.09135 -3.30329 -3.96335
C 1.59549 -0.82381 -2.24804
H 0.90842 -1.25157 -4.23519
H -0.37891 -0.75302 -3.14346
H 1.99711 -1.64146 -1.63451
H 2.44151 -0.44599 -2.84642
C 1.28119 2.36322 5.29420
C 1.23430 3.16707 4.00052
N 0.84625 2.32490 2.88498
C -0.25444 2.55755 1.99542
S -0.00947 2.26140 0.41399
N -1.43508 3.31108 2.32088
C -1.94024 3.64364 3.63646
C -2.02458 5.16271 3.78896
H 0.27974 1.95777 5.53964
H 1.61649 3.02182 6.12402
H 1.99866 1.52157 5.19350
H 0.58656 4.04985 4.10996
H 2.24966 3.57130 3.79631
H 1.55383 1.63280 2.59488
H -2.03532 3.60502 1.53286
H -2.96001 3.21748 3.74220
H -1.33776 3.20107 4.44449
H -2.68920 5.59011 3.00698
H -2.43533 5.42264 4.78581
H -1.02157 5.62744 3.68352
*
```

Löwdin population analysis, charges in e, atoms 1 to 4: atom 1 (Ga): -0.3449, atom 2 (Cl): 0.1486, atom 3 (Cl): 0.1051, atom 4 (C): -0.0646

=====

Entry 5:
DFT (the ωB97M-V functional and the def2-TZVPD basis) results for C12H24CuO10PS3 as an isolated structure in a non-equilibrium geometry.

As for the HOMO energy: -0.906 eV. As for the HOMO-LUMO gap: 5.3929 eV.

Structure (ORCA input):
```
! wB97M-V def2-TZVPD RIJCOSX def2/J DEFGRID3
* xyz -2 1
Cu -0.47823 1.21361 3.01558
P -0.30229 0.34350 0.65786
O -0.65827 -0.79362 -0.29792
O -1.58779 0.74402 1.47776
O 0.36391 1.54949 -0.05870
O 0.70958 -0.15388 1.85364
C -2.69662 1.02048 -1.89084
C -2.34412 2.49657 -2.03638
C -2.26954 2.96309 -3.49228
S -1.75047 1.35748 -4.27803
O -0.43457 1.51126 -4.80821
O -2.81231 0.92017 -5.17074
C -1.69150 0.41383 -2.80750
H -3.75321 0.83371 -2.12693
H -2.55338 0.66730 -0.90044
H -1.34689 2.60370 -1.70562
H -2.95799 3.19805 -1.52245
H -1.42432 3.68891 -3.62976
H -3.17556 3.36662 -3.86864
H -0.68863 0.48050 -2.32076
H -1.79847 -0.64576 -3.05985
C 1.38770 -4.18616 0.08160
C 0.11665 -3.46641 0.66722
C -1.04101 -4.47874 0.92258
S -0.37788 -6.08275 0.67187
O -1.20597 -7.05265 0.01147
O 0.19998 -6.46461 1.91949
C 0.91687 -5.47400 -0.58361
H 2.12334 -4.41747 0.83959
H 1.94761 -3.52017 -0.67710
H -0.19423 -2.60657 0.07980
H 0.41520 -3.03615 1.64618
H -1.90037 -4.28089 0.19508
H -1.42289 -4.43234 1.96894
H 0.32697 -5.45281 -1.49198
H 1.66840 -6.24662 -0.65143
C 1.98461 3.82979 1.17221
C 2.86005 2.55108 1.14671
C 2.82730 1.85947 2.51293
S 1.68937 2.78746 3.53016
O 2.59663 3.69014 4.28319
O 0.72565 2.04463 4.28525
C 0.86244 3.48444 2.09599
H 1.58693 4.10112 0.21728
H 2.65114 4.58730 1.59885
H 3.89490 2.80979 0.87017
H 2.47385 1.85892 0.42385
H 3.81554 1.85233 2.97036
H 2.33989 0.89983 2.31053
H 0.18761 4.32203 2.35518
H 0.19438 2.74095 1.59784
*
```

Löwdin population analysis, charges in e, atoms 1 to 4: atom 1 (Cu): 0.3127, atom 2 (P): 0.0360, atom 3 (O): -0.4095, atom 4 (O): -0.4527